1.
The following is a DFT calculation (ωB97M-V with the def2-TZVPD basis set) of a molecular structure, C16H16F7MoN3O9Sb at a distorted geometry.

```
! RIJCOSX wB97M-V def2-TZVPD def2/J DEFGRID3
* xyz 2 2
C 1.268 0.275 2.127
C -0.101 4.600 0.345
N -6.660 -0.436 3.135
O -2.393 0.313 -0.285
H -1.804 3.817 -0.737
H 1.180 -0.512 -4.314
C 3.549 -0.742 -1.299
C -0.713 3.782 -0.766
C -0.185 4.083 -2.147
F -1.609 -3.197 1.279
O 0.136 0.138 -2.307
C 1.325 -0.171 -2.465
H 0.986 4.522 0.332
C -4.284 -0.991 0.389
H -4.863 -0.411 -0.321
H -7.400 0.219 3.365
C 2.267 -0.231 -1.303
C -6.352 -1.391 4.101
O -0.433 2.356 -0.480
O 0.099 0.562 1.827
H 4.015 -0.716 2.063
F -4.858 -3.185 4.524
H -0.448 5.109 -2.406
H -0.481 4.296 1.319
H 2.521 -0.012 3.539
O -6.926 -1.478 5.150
C -6.045 -0.233 1.930
F 1.740 -2.992 -0.374
H -0.627 3.425 -2.894
H -4.051 -1.969 -0.039
O -2.452 -0.466 1.823
N -5.038 -1.206 1.608
C -5.247 -2.269 3.693
C -4.629 -2.139 2.472
H 0.903 3.999 -2.173
C 2.244 -0.031 1.025
Mo -0.367 0.633 -0.239
O -6.289 0.657 1.170
F 0.542 -4.998 1.164
H -0.365 5.647 0.193
F -0.241 -1.407 -0.167
H 4.023 -1.062 -2.216
F 0.844 -2.354 1.969
H 5.186 -1.277 -0.023
Sb 0.103 -3.328 0.516
C 3.527 -0.540 1.113
O 1.607 0.257 3.368
H -3.809 -2.792 2.195
C -2.938 -0.335 0.732
O 1.844 -0.507 -3.598
C 4.184 -0.872 -0.068
N 1.673 0.154 -0.169
F -0.679 -3.799 -1.114
*
```

Its LUMO energy (spin up / spin down) is -0.365 / -0.360 Eh. The value obtained for the relative energy (zero: lowest compared OMol25 entry of this formula, charge and spin) is 2.233 eV. The value obtained for the largest force on an atom is 3.69 eV Å⁻¹. For the total energy, the calculation gives -67153.677 eV. The expectation value of S² is 0.76. The calculation puts the HOMO-LUMO gap (spin up / spin down) at 2.5 / 2.6 eV.

=====

2.
The following is a DFT calculation (ωB97M-V with the def2-TZVPD basis set) of a molecular structure, C36H37F3P2W at a distorted geometry.

```
! RIJCOSX wB97M-V def2-TZVPD def2/J DEFGRID3
* xyz 2 3
C -5.320 -0.674 -1.883
C 2.625 4.078 1.128
H -1.635 0.082 0.192
H -2.840 -1.233 0.232
C 1.307 6.542 0.778
H 2.141 0.493 -2.657
P 1.415 2.944 -1.183
C 3.779 3.486 -2.633
C 4.680 2.023 -4.352
C -0.059 3.720 -1.836
H 3.820 4.412 -2.052
H -3.886 -0.336 -4.559
H 5.393 1.829 -5.155
H 2.296 7.167 2.579
H -0.725 -2.428 -2.491
C -1.922 -2.896 -5.643
H 5.468 3.975 -3.878
F 2.161 0.748 -0.221
H -2.795 4.577 -4.479
C -5.673 1.338 0.035
C -0.844 2.956 -5.508
C 3.727 1.052 -4.016
H -3.009 5.279 -2.947
C 0.080 4.114 -3.284
H -2.147 1.269 -5.679
H -3.116 2.799 -5.511
F 0.336 0.212 0.793
C -6.709 0.445 -0.234
C -2.406 -1.373 -3.334
H -0.264 0.582 -4.123
H -0.527 4.330 -1.019
C -2.277 3.147 -2.671
H -5.209 -1.431 -2.662
H -0.853 5.979 -2.892
C 2.151 6.349 1.882
W -0.825 1.920 -1.678
H -2.902 1.221 -3.416
H 1.076 4.611 -3.474
H -3.463 -1.710 -6.568
C 2.789 2.531 -2.336
C 4.705 3.225 -3.642
C -1.165 -3.105 -4.495
H -7.367 -1.219 -1.433
H -3.237 3.062 -2.136
H 0.469 5.722 -0.963
H -0.327 2.438 -6.320
C -6.540 -0.539 -1.215
P -2.537 -0.236 -1.943
C 0.816 0.413 -0.493
C 2.786 5.110 2.044
C -4.242 0.159 -1.539
H -3.659 1.937 -0.419
F 0.932 -0.875 -1.034
C 2.818 1.285 -2.984
H -1.176 -1.535 -0.405
H -1.739 -3.498 -6.540
C 0.066 2.809 -4.229
H -0.930 3.989 -5.886
H -0.381 -3.852 -4.492
C -0.964 5.160 -3.600
H -0.720 5.636 -4.553
H 3.713 0.100 -4.534
H 3.111 3.104 1.251
C -1.987 -0.799 -0.338
H 0.782 7.484 0.601
H -5.807 2.129 0.787
H 1.138 2.756 -4.548
H -7.635 0.497 0.348
C 1.807 4.275 -0.009
C -2.900 -1.904 -5.654
C 1.156 5.517 -0.131
C -4.457 1.220 -0.633
H 3.437 4.965 2.923
C -2.188 2.257 -5.175
C -1.377 -2.329 -3.353
C -2.057 1.964 -3.595
C -2.337 4.569 -3.462
C -3.151 -1.141 -4.510
C -0.452 1.521 -3.582
*
```

Its LUMO energy (spin up / spin down) is -0.279 / -0.337 Eh. The value obtained for the relative energy (zero: lowest compared OMol25 entry of this formula, charge and spin) is 0.000 eV. The value obtained for the largest force on an atom is 5.56 eV Å⁻¹. For the total energy, the calculation gives -66464.808 eV. The expectation value of S² is 2.08. The calculation puts the HOMO-LUMO gap (spin up / spin down) at 6.4 / 4.6 eV.

=====

3.
The following is a DFT calculation (ωB97M-V with the def2-TZVPD basis set) of 2 unconnected molecules or ions with the total composition C5H13N3O at a distorted geometry.

```
! RIJCOSX wB97M-V def2-TZVPD def2/J DEFGRID3
* xyz 0 1
C -2.817 0.807 -0.630
H -3.552 1.619 -0.769
N 1.245 -0.615 -0.181
N 2.199 -1.138 0.722
C 1.742 -0.457 -1.541
C -0.494 -0.811 0.158
H 2.535 -0.406 1.342
H -0.476 1.879 1.841
H 0.456 0.473 2.369
H -2.208 0.793 -1.572
H 1.249 1.757 1.413
N -1.179 -1.816 0.172
H -0.705 -2.695 -0.022
H -3.389 -0.141 -0.631
H 2.140 -1.402 -1.917
C 0.324 1.196 1.564
C -0.087 0.537 0.272
H 1.793 -1.873 1.292
H 0.921 -0.142 -2.188
H -0.177 1.153 -0.614
H 2.537 0.296 -1.582
O -2.055 0.985 0.503
*
```

Its LUMO energy is 0.018 Eh. The value obtained for the relative energy (zero: lowest compared OMol25 entry of this formula, charge and spin) is 7.115 eV. The value obtained for the largest force on an atom is 2.03 eV Å⁻¹. For the total energy, the calculation gives -11907.502 eV. The calculation puts the HOMO-LUMO gap at 7.9 eV.

=====

4.
The following is a DFT calculation (ωB97M-V with the def2-TZVPD basis set) of C2H8O2P2S in the gas phase at a distorted geometry.

```
! RIJCOSX wB97M-V def2-TZVPD def2/J DEFGRID3
* xyz 0 1
C 1.433 -0.286 0.233
P -1.849 -1.020 0.406
H 2.430 0.905 -1.300
H 2.073 1.689 0.328
S -0.068 -1.214 -0.800
H -3.021 0.798 1.847
H 0.696 1.349 -0.682
H -3.116 1.362 -0.195
H -1.108 -1.029 1.607
H 2.034 -1.127 0.016
C 1.713 0.935 -0.523
O -0.130 -0.697 -2.129
O 0.023 -2.646 -0.715
P -2.081 1.093 0.674
H 0.971 -0.112 1.233
*
```

The SMILES is CCS(=O)(=O)[PH]#[PH2]. Its LUMO energy is 0.017 Eh. The value obtained for the relative energy (zero: lowest compared OMol25 entry of this formula, charge and spin) is 2.449 eV. The value obtained for the largest force on an atom is 5.03 eV Å⁻¹. For the total energy, the calculation gives -35708.725 eV. The calculation puts the HOMO-LUMO gap at 9.5 eV.